Molecular formula: C6H8BrN3
Method: DFT, wB97M-V/def2-TZVPD

Each line ends with the natural charge from an NBO analysis.
CARTESIAN COORDINATES (ANGSTROEM)
C: -2.11561 0.62675 -1.96248  -0.638
C: -1.06975 0.35368 -0.84844  0.179
N: 0.23984 0.41076 -1.22628  -0.474
C: 1.10350 0.07950 -0.21384  0.352
N: 2.34976 0.06111 -0.63966  -0.792
C: 0.82397 -0.21028 1.16905  0.077
N: 1.78607 -0.64655 2.02372  -0.819
C: -0.46878 -0.08265 1.51238  -0.239
C: -1.42392 -0.02980 0.47945  -0.139
Br: -3.29485 -0.46808 0.78194  0.018
H: -1.70472 1.40107 -2.58255  0.224
H: -2.98994 0.98929 -1.52950  0.223
H: -2.17134 -0.33671 -2.55323  0.227
H: 2.46082 0.21071 -1.65576  0.420
H: 2.92438 -0.55404 -0.08538  0.369
H: 2.74579 -0.61362 1.73632  0.384
H: 1.53779 -0.80194 3.05682  0.410
H: -0.73301 -0.38921 2.53743  0.217

Output
relative energy (zero: lowest compared OMol25 entry of this formula, charge and spin)	0.00	kJ/mol
SMILES	Cc1nc(N)c(N)cc1Br
orbital gap	0.296	hartree
HOMO level	-7.3	eV
2S+1	1
E_tot	-2971.69746	Eh
charge	0

***

Molecular formula: C6H8BrNOS
Method: DFT, wB97M-V/def2-TZVPD

Each line ends with the natural charge from an NBO analysis.
CARTESIAN COORDINATES (ANGSTROEM)
C: 1.38142 1.40079 -0.18566  -0.653
C: 0.31344 0.63699 0.49319  0.139
C: 0.03013 0.72366 1.79810  -0.403
S: -1.20504 -0.32927 2.59392  0.266
C: -1.68234 0.72513 3.88246  0.207
O: -2.50934 0.37276 4.71300  -0.528
N: -0.51286 -0.12451 -0.27212  -0.434
C: -0.73579 -1.30143 -0.46642  0.359
C: -1.80280 -2.01306 -1.07935  -0.712
Br: 0.61985 -2.57188 0.17732  -0.104
H: 1.57043 0.79236 -1.11138  0.233
H: 2.27060 1.60374 0.47499  0.242
H: 1.20404 2.44264 -0.69328  0.241
H: 0.60989 1.23260 2.62168  0.237
H: -1.46846 1.81420 3.62641  0.138
H: -2.62378 -2.25075 -0.35528  0.269
H: -1.57493 -3.10918 -1.53182  0.256
H: -2.12559 -1.42408 -1.89945  0.247

Output
relative energy (zero: lowest compared OMol25 entry of this formula, charge and spin)	0.00	kJ/mol
SMILES	CC(=C/SC=O)/N=C(/C)Br
orbital gap	0.337	hartree
HOMO level	-8.5	eV
2S+1	1
E_tot	-3335.54527	Eh
charge	0

***

Molecular formula: C6H8Cl3N2
Method: DFT, wB97M-V/def2-TZVPD

Each line ends with the natural charge from an NBO analysis.
CARTESIAN COORDINATES (ANGSTROEM)
C: -0.27695 -0.78138 -1.06363  0.159
C: -1.46930 -0.83022 -0.18906  0.166
C: -0.29766 0.54325 1.31919  0.321
C: 2.28914 1.34841 -1.25359  -0.606
C: -2.45261 -0.20871 2.02121  -0.418
C: 2.12206 -0.16299 -1.09531  -0.238
N: 0.85800 -0.51340 -0.57190  -0.299
N: -1.41516 -0.16010 0.98839  -0.388
Cl: -0.56406 -1.46974 -2.58738  0.089
Cl: -2.92329 -1.54227 -0.60095  0.199
Cl: 0.34713 0.48243 2.84673  0.178
H: 3.28305 1.70158 -1.17267  0.246
H: 1.93121 1.83890 -0.37202  0.215
H: 1.74597 1.62317 -2.12005  0.222
H: -3.29432 0.35405 1.66118  0.244
H: -2.93899 -1.13269 1.90532  0.246
H: -2.08845 0.15099 2.88229  0.236
H: 2.83268 -0.49524 -0.44851  0.224
H: 2.31155 -0.74603 -2.14924  0.204

Output
<S²>	2.05
orbital gap (spin up / spin down)	0.261 / 0.274	hartree
HOMO level (spin up / spin down)	-12.3 / -14.0	eV
2S+1	3
E_tot	-1723.05599	Eh
charge	+1

***

Molecular formula: C6H8ClF
Method: DFT, wB97M-V/def2-TZVPD

Each line ends with the natural charge from an NBO analysis.
CARTESIAN COORDINATES (ANGSTROEM)
C: -0.95195 -1.07608 -1.28345  -0.674
C: -1.14027 -0.83283 0.13896  -0.283
C: -0.27642 -0.53401 1.14739  0.389
C: 1.14532 0.00149 1.06489  -0.282
C: 1.17820 1.26298 0.32404  -0.220
C: 0.19427 1.68131 -0.54331  -0.391
H: -0.01756 -0.54258 -1.63062  0.243
H: -1.83713 -0.62531 -1.70777  0.217
H: -1.06274 -2.20147 -1.42039  0.243
H: -2.08911 -1.18738 0.59971  0.222
H: 1.82531 0.01287 1.99484  0.267
H: 2.18529 2.09628 0.82858  0.228
H: -0.77677 1.04763 -0.97541  0.252
H: 0.43974 2.71884 -0.98103  0.221
F: -0.78465 -0.43907 2.35231  -0.323
Cl: 1.96846 -1.38267 0.09126  -0.110

Output
relative energy (zero: lowest compared OMol25 entry of this formula, charge and spin)	354.96	kJ/mol
orbital gap	0.341	hartree
HOMO level	-9.0	eV
2S+1	1
E_tot	-793.33074	Eh
charge	0